Here is a cluster of 8 separate species, C61H126F9N5O8S2 in total at a distorted geometry from the Open Molecules 2025 dataset. Energies are from the ωB97M-V functional and the def2-TZVPD basis.

```
211
Properties=species:S:1:pos:R:3:forces:R:3
S 2.52989 -3.08998 1.42058 1.047 -2.054 -1.084
S 2.21311 -0.77723 -5.79148 2.133 -2.229 1.126
F 3.70616 -4.18747 3.52192 -0.688 0.944 0.437
F -4.24585 2.95384 -1.13197 0.537 0.475 -0.558
F -4.87988 2.22113 0.70769 -0.473 -0.509 1.671
F 3.67652 0.83913 -7.50760 1.160 -1.372 -0.637
F 1.76854 0.07586 -8.34922 0.739 0.386 0.846
F 2.94641 -2.14541 3.91305 0.051 -0.315 0.504
F -4.78983 0.91388 -0.99510 0.730 -0.660 0.501
F 1.57275 -3.84793 3.79294 -0.261 0.169 0.619
F 1.95571 1.68134 -6.87814 -2.078 1.253 0.623
O -1.93299 2.29940 1.10506 -2.342 -0.480 -1.678
O 1.25502 -2.41700 1.23800 -0.479 0.876 0.434
O 0.84774 -1.17283 -5.70392 -2.507 0.828 -0.281
O 2.97666 -1.98067 -6.21008 0.442 2.578 0.336
O 3.73315 -2.35030 1.05106 -0.982 -0.031 0.622
O -1.67881 1.44649 -1.07564 -2.080 -0.618 1.317
O 2.64945 -0.09211 -4.53172 0.233 -0.257 -2.305
O 2.47981 -4.45435 0.85038 -0.002 1.348 1.261
N 1.86148 2.01191 1.70356 1.630 1.177 0.035
N -3.18782 3.40026 4.93766 -1.442 -1.931 -0.009
N -1.78043 -2.36172 -2.75780 -0.913 -0.333 -0.508
N -2.44361 -5.67262 2.43758 -0.177 -0.406 -1.423
N 6.61702 0.84109 -4.55391 1.309 -2.056 0.120
C 2.30773 4.20195 0.14483 -1.580 -0.351 0.532
C 5.35098 -0.66503 -2.73499 1.399 0.729 0.695
C 6.68445 0.16008 -3.09121 -1.741 -0.414 -1.874
C -1.33953 2.61206 -1.76744 0.290 -0.199 -1.137
C -1.51772 -3.58432 -1.87905 1.180 0.329 -0.600
C 6.97017 0.34810 -6.92107 -0.081 -0.306 -0.412
C 1.34620 1.13293 0.55974 0.010 -0.021 0.404
C 0.00672 -3.90102 -1.99458 -2.030 1.057 0.136
C 2.69646 -3.30397 3.32235 0.848 -1.153 -2.682
C 0.57476 -2.46587 -2.22188 1.144 -1.825 -0.746
C -3.88419 -6.01545 2.89852 0.063 0.810 -0.307
C -2.94033 -1.82536 2.29916 -2.453 1.568 -0.145
C -4.32796 -2.71264 -2.15508 2.355 0.911 0.283
C -2.63248 -1.67226 -5.19176 0.277 -0.462 1.263
C 2.40832 0.51689 -7.24522 -0.170 -1.134 0.681
C -1.64956 3.37721 4.78983 -0.045 1.341 0.539
C -5.57614 -1.92490 -1.85487 -1.403 -0.870 -0.869
C -3.75371 2.16114 4.24664 -0.144 -0.581 -1.012
C -5.00860 -5.83431 1.81883 1.335 -0.996 0.156
C 2.52850 0.45119 -0.09970 -0.587 0.006 -1.484
C 5.51384 2.93861 -3.66176 0.093 0.669 1.391
C -3.11355 -1.71883 -2.20205 0.841 -0.766 -0.821
C -4.89385 2.23181 6.33251 -0.665 0.790 0.152
C 4.29588 3.87174 -3.64965 0.618 -0.459 -0.043
C 5.46339 1.83868 -4.70134 1.189 0.229 -0.243
C 1.04533 6.08854 5.92126 -0.138 1.399 1.020
C 1.94924 5.72055 0.10451 -0.232 -0.547 0.071
C -2.62820 -2.09598 -6.64058 0.632 -0.530 0.337
C -0.21343 -6.63191 2.87369 1.330 0.223 -0.320
C 6.52081 -0.30350 -5.66057 -0.898 0.312 1.536
C -6.32947 -6.19342 2.43630 -0.948 0.650 0.588
C -2.39478 -4.22247 1.85364 1.015 -0.916 1.092
C 1.44919 0.54585 6.13608 -0.234 -0.218 -0.144
C -3.63756 3.07931 6.39731 1.614 -0.343 -0.603
C 3.11893 3.01529 -3.31127 -1.220 0.347 -1.226
C 1.38396 0.25180 3.61172 1.004 -0.029 0.371
C -3.26605 -1.10770 -7.57421 -0.577 -0.136 -0.828
C -0.47661 2.11191 -2.87909 1.530 -0.449 -1.142
C -4.21617 6.29142 2.42182 1.069 0.637 0.562
C -1.98852 -6.68243 1.33505 0.189 0.882 -0.840
C 8.01399 1.36245 -4.98173 -1.262 0.889 0.915
C -5.11082 1.84243 4.84269 0.444 0.593 1.071
C -1.01886 4.63727 5.38524 0.236 1.445 0.049
C 5.65167 -1.62853 -1.57001 -0.480 -0.597 -0.795
C 1.54043 3.53439 1.35391 0.373 -0.851 0.104
C -0.51924 -1.46786 -2.53830 -0.549 -1.080 0.245
C 0.69700 -0.05567 4.95188 0.273 0.526 -0.284
C -4.41616 -1.67111 1.75696 1.453 -0.646 0.355
C -3.64855 4.94072 2.93320 -0.440 0.116 -0.775
C -1.34912 -5.87316 3.49569 -1.583 0.005 0.970
C 1.31363 1.73390 3.16752 -0.520 -0.897 -2.398
C 0.52284 4.71470 5.61424 -0.471 -1.361 -1.388
C -2.58507 -3.15015 2.93195 0.708 0.492 -0.845
C -0.45691 -6.74292 1.34492 -0.592 0.106 1.650
C 3.80020 1.06963 0.40974 0.546 -0.079 1.151
C -4.12616 1.88575 -0.32266 1.318 1.681 -1.077
C 8.09078 1.29587 -6.48609 -0.171 0.503 -0.042
C 3.39808 1.80338 1.71293 0.156 -0.489 0.584
C -1.94788 -2.79622 -4.29009 -0.502 1.647 0.576
C -3.97677 4.63845 4.38350 1.744 0.175 0.458
C -2.58377 1.57888 0.11457 2.402 0.527 1.409
H -5.11856 -1.79404 2.58135 -0.094 -0.051 -0.059
H 4.55170 1.24539 -4.77164 -0.059 0.072 0.358
H 2.31139 3.72130 -3.11752 -0.404 -0.484 0.534
H -1.63116 -2.25474 -7.05146 0.386 0.080 0.566
H 5.60899 2.38133 -5.63538 0.013 -0.474 -0.421
H -3.99240 4.14175 2.27630 0.071 -0.110 0.062
H -3.82929 2.25841 3.16362 0.490 0.469 0.006
H 1.64730 4.09707 2.28130 0.407 -0.069 0.066
H 6.43411 3.52172 -3.69654 0.185 -0.069 -0.453
H -2.30160 -6.30382 0.36204 -0.575 -0.097 0.154
H -3.91173 -7.02992 3.29624 0.371 -0.109 -0.293
H 2.39446 0.03331 6.31461 -0.129 -0.329 0.038
H -3.56355 5.39830 5.04682 -0.478 0.458 -0.142
H 2.79670 2.42888 -4.17173 -0.075 -0.241 0.141
H -5.78369 -1.54656 -0.85393 0.732 0.093 -0.072
H -2.43708 -7.65493 1.53786 -0.059 0.175 0.149
H 1.91727 2.43395 3.74516 -0.443 -0.180 0.357
H -4.35504 -1.10096 -7.62053 -0.095 -0.020 0.458
H -5.71438 -1.15036 -2.60925 0.137 0.293 0.263
H -0.86065 1.24203 -3.41195 -0.420 0.186 0.011
H -0.09217 -7.70098 0.97456 -0.094 0.162 -0.123
H -4.34895 -3.27186 -3.09045 -0.487 0.312 -0.225
H -4.97616 -4.84331 1.36612 -0.161 -0.096 0.044
H 0.62325 -1.13132 5.11202 0.200 -0.106 -0.267
H -3.20000 -3.45094 3.78016 -0.186 0.202 -0.173
H 2.45458 0.62435 -1.17332 -0.044 0.090 -0.212
H 8.11820 2.37458 -4.59079 0.259 -0.201 0.169
H -4.56126 -2.47197 1.03193 -0.434 0.088 -0.177
H -2.21049 3.08422 -2.22196 -0.040 0.378 0.464
H -6.40097 -2.60813 -2.05723 -0.287 -0.043 0.088
H 1.20330 -2.21117 -1.36857 -0.041 0.337 -0.260
H 3.35642 2.32292 -2.50360 -0.314 0.167 0.236
H 4.29438 1.72914 -0.30365 -0.361 0.329 -0.048
H -1.78451 -6.46410 4.30149 -0.296 -0.128 -0.131
H -2.27097 -0.65650 -5.03158 1.030 -0.153 -0.044
H 1.83176 3.72954 -0.71446 0.242 0.110 -0.382
H -3.65734 3.97705 7.01520 -0.190 0.001 -0.292
H -1.36341 -4.08146 1.53036 0.080 -0.266 -0.337
H -1.22946 2.54259 5.35110 -0.596 -0.475 -0.252
H -2.84558 -1.36827 -1.20537 -0.035 0.046 0.013
H -3.02960 -4.16373 0.96952 -0.257 -0.102 0.362
H 0.94292 6.79884 5.10085 0.008 -0.297 -0.344
H -3.31067 -0.84646 -2.82510 -0.059 -0.096 0.099
H 4.32221 4.59777 -2.83706 0.839 0.192 -0.072
H 2.06685 6.18646 6.28870 0.251 -0.690 -0.424
H 0.36036 -4.37814 -1.08058 0.133 0.074 -0.084
H 2.08851 6.24494 1.04988 0.469 -0.144 0.071
H 0.47041 3.48882 1.15118 -0.144 0.148 -0.203
H -3.05145 -3.09991 -6.60743 -0.523 -0.046 -0.663
H 0.97246 4.41934 4.66624 0.158 -0.093 -0.291
H 0.26696 1.99370 3.00920 -0.093 0.428 0.537
H -2.23048 -1.49118 1.54249 0.194 -0.451 -0.215
H -0.13957 -7.62085 3.32608 0.023 0.055 -0.067
H -0.69817 3.29645 -1.21211 -0.528 0.366 0.600
H -0.29772 -0.90925 -3.44768 -0.241 0.045 0.112
H 8.00590 2.29120 -6.92221 0.234 -0.215 -0.249
H -5.28852 6.48038 2.37224 -0.011 -0.576 0.247
H -5.28031 0.76792 4.77334 -0.291 0.199 -0.241
H -1.26231 5.46056 4.71364 0.013 0.208 -0.136
H 4.56602 0.01810 -2.41052 0.061 0.289 -0.074
H -2.86448 2.41428 6.78226 0.394 0.407 -0.004
H -5.05195 4.54039 4.53335 0.199 -0.446 0.355
H 6.25124 -2.48271 -1.88462 0.687 0.327 -0.124
H 1.16037 -2.67435 -3.11726 0.595 0.948 0.133
H -4.76615 1.33938 6.94519 -0.048 0.156 0.025
H 0.50239 1.78569 -2.52806 0.120 -0.291 0.483
H -4.58737 -0.70641 1.27931 0.078 -0.073 -0.007
H 0.83299 1.82029 -0.11276 -0.387 -0.462 0.212
H 1.76213 1.57533 5.96186 -0.458 0.248 0.173
H 0.53250 6.60355 6.73358 -0.566 -0.287 0.193
H -6.72988 -5.34235 2.98715 0.107 -0.148 0.540
H -2.84157 -1.05663 3.06558 0.149 0.059 0.215
H 0.88655 5.85306 -0.09851 -0.108 -0.223 -0.147
H 6.05553 0.76923 -7.33844 0.545 0.668 -0.374
H -3.10825 1.29720 4.40511 0.452 0.322 0.294
H -5.90528 2.41337 4.36209 -0.055 -0.228 0.082
H -1.60454 -2.81975 3.27475 0.294 -1.044 0.655
H 0.83920 3.90486 6.27163 0.001 0.303 0.560
H 0.18152 -4.54581 -2.85585 0.119 -0.005 0.134
H -1.46762 4.94903 6.32838 -0.313 -0.381 0.209
H 0.69984 -6.07938 3.09451 0.190 -0.319 -0.153
H -3.76514 7.06543 3.04278 -0.333 0.238 0.424
H 4.54318 0.29464 0.59807 -0.061 -0.049 0.343
H -3.66734 -1.49773 -4.89732 -0.376 -0.652 0.153
H -0.15937 2.83698 -3.62859 -0.561 0.398 -0.039
H -2.96934 -1.39211 -8.58375 0.079 0.312 -0.111
H 6.07769 -1.16733 -0.67900 -0.153 -0.062 -0.030
H -2.92159 -0.09381 -7.37058 0.076 -0.020 -0.060
H -2.52744 -3.71933 -4.28146 -0.335 0.210 0.105
H -1.43468 3.30618 3.72358 -0.100 -0.262 0.004
H 4.87863 -1.24325 -3.52913 0.517 0.231 -0.413
H 5.48274 -0.63427 -5.69358 0.101 -0.236 0.080
H 9.09461 0.87818 -6.56339 -0.135 0.155 -1.326
H -4.86545 -6.60657 1.06304 0.478 0.278 -0.406
H 7.32525 -0.40037 -7.62947 -0.086 0.009 0.016
H 3.59886 1.26664 2.64013 -0.076 -0.833 -0.426
H 0.73336 0.31286 0.93392 -0.558 0.687 0.197
H 8.82507 0.70464 -4.66939 -0.638 -0.010 1.091
H -7.14129 -6.40713 1.74104 0.398 -0.168 -0.390
H 4.19499 4.43258 -4.57882 -0.194 -0.089 -0.089
H -2.56482 4.97462 2.82141 0.013 0.028 -0.131
H -4.08261 -5.37948 3.76124 0.002 0.163 -0.076
H 2.47178 6.25592 -0.68821 0.169 -0.149 0.109
H -1.12985 -4.93111 3.99824 0.235 0.140 -0.598
H -1.71562 -3.19088 -0.88198 -0.173 -0.426 0.184
H 7.18886 -1.11163 -5.36271 -0.111 0.088 0.376
H 6.89902 0.94947 -2.37085 -0.132 -0.063 -0.119
H 1.05354 -0.50697 2.90236 -0.233 0.555 -0.567
H -4.06530 -3.47859 -1.42541 -0.395 0.038 0.387
H 3.37168 3.98413 0.05172 -0.001 0.150 0.513
H 2.40873 -0.62969 -0.02564 0.592 0.144 0.570
H 0.03915 -5.92913 0.81599 -0.162 -0.009 -0.068
H 0.79804 0.43078 7.00260 0.380 0.381 0.316
H 3.98863 2.68839 1.94980 -0.595 0.665 -0.644
H -6.21264 -7.06608 3.07888 -0.194 0.085 0.140
H 5.49841 2.56153 -2.63918 0.171 -0.514 0.047
H 4.73084 -2.17235 -1.35926 -0.221 0.484 0.620
H -3.79945 6.59428 1.46124 -0.092 -0.695 -0.298
H -2.17245 -4.39770 -2.19184 -0.086 0.147 0.255
H -0.67213 -0.83741 -1.66236 -0.509 0.255 -0.317
H -0.98423 -3.09481 -4.70278 0.306 0.520 0.295
H -2.67017 0.54749 0.45643 -0.080 -0.740 -0.257
H -0.34167 0.27184 4.90722 -0.179 0.310 0.117
H -5.63963 2.87200 6.80373 -0.706 -0.572 -0.346
H 7.54574 -0.50435 -3.16051 -0.102 -0.004 -0.006
H 2.43304 0.00521 3.77516 0.080 0.033 -0.094
```
Positions in Å, forces in eV/Å.

ΔE to the lowest compared entry with this formula, charge and spin (eV): 0.000
Total charge: +2
2S+1: 1
E_tot (Ha): -4970.05816
LUMO level (hartree): -0.1288
Strongest force on any atom (eV Å⁻¹): 3.28